135
Properties=species:S:1:pos:R:3:lowdin_charge:R:1 method="wB97M-V/def2-TZVPD" orbital_gap_ev=6.361 e_homo_ev=-8.71 lumo_energy_ev=-2.353 de_lowest_ev=0.0000 charge=+1
Ru 1.675 0.465 0.555 0.604
N -0.286 -0.053 0.992 -0.348
S -1.715 0.154 0.962 0.796
N -2.579 0.563 -0.408 -0.357
S -2.290 1.291 -1.712 0.862
N -0.873 1.584 -2.226 -0.352
S 0.407 0.588 -2.533 0.762
N 1.230 0.045 -1.471 -0.370
C 1.248 1.674 -3.683 -0.323
C 2.626 1.526 -3.718 -0.066
C 3.371 2.330 -4.569 -0.053
C 2.736 3.265 -5.373 -0.059
C 1.354 3.405 -5.330 -0.060
C 0.601 2.609 -4.481 -0.080
C -0.250 -0.709 -3.559 -0.302
C -0.128 -0.734 -4.939 -0.049
C -0.667 -1.806 -5.636 -0.059
C -1.322 -2.824 -4.956 -0.059
C -1.424 -2.790 -3.571 -0.061
C -0.870 -1.737 -2.864 -0.085
C -3.313 0.419 -2.881 -0.315
C -3.275 0.830 -4.207 -0.055
C -4.103 0.205 -5.123 -0.049
C -4.961 -0.806 -4.706 -0.053
C -4.990 -1.201 -3.377 -0.051
C -4.161 -0.587 -2.449 -0.057
C -3.044 2.901 -1.767 -0.319
C -4.405 2.968 -1.490 -0.068
C -5.028 4.202 -1.507 -0.050
C -4.294 5.347 -1.802 -0.051
C -2.940 5.261 -2.083 -0.048
C -2.301 4.027 -2.072 -0.064
C -2.453 1.255 2.159 -0.322
C -3.020 2.471 1.813 -0.070
C -3.458 3.323 2.817 -0.059
C -3.342 2.949 4.147 -0.055
C -2.798 1.715 4.482 -0.042
C -2.351 0.862 3.487 -0.075
C -2.595 -1.383 1.213 -0.310
C -3.877 -1.430 1.736 -0.061
C -4.506 -2.662 1.850 -0.059
C -3.859 -3.820 1.435 -0.061
C -2.577 -3.753 0.904 -0.051
C -1.937 -2.529 0.792 -0.084
H 3.097 0.800 -3.067 0.082
H 4.448 2.229 -4.598 0.113
H 3.319 3.893 -6.033 0.112
H 0.863 4.141 -5.953 0.111
H -0.473 2.722 -4.429 0.092
H 0.377 0.063 -5.468 0.111
H -0.574 -1.845 -6.713 0.112
H -1.743 -3.655 -5.507 0.112
H -1.916 -3.594 -3.038 0.116
H -0.897 -1.714 -1.780 0.098
H -2.608 1.624 -4.518 0.112
H -4.081 0.507 -6.161 0.116
H -5.612 -1.287 -5.424 0.114
H -5.658 -1.989 -3.057 0.115
H -4.160 -0.885 -1.408 0.106
H -4.964 2.070 -1.257 0.124
H -6.086 4.273 -1.293 0.116
H -4.786 6.311 -1.815 0.114
H -2.372 6.153 -2.311 0.116
H -1.246 3.939 -2.286 0.097
H -3.115 2.763 0.778 0.080
H -3.890 4.280 2.555 0.112
H -3.681 3.617 4.928 0.112
H -2.714 1.415 5.518 0.117
H -1.929 -0.098 3.743 0.111
H -4.380 -0.526 2.054 0.118
H -5.502 -2.718 2.268 0.112
H -4.355 -4.776 1.531 0.111
H -2.068 -4.653 0.584 0.101
H -0.929 -2.457 0.398 0.078
Cl 4.022 0.721 -0.290 0.733
C 4.836 -0.823 -0.062 -0.578
C 6.172 -0.863 -0.426 -0.094
C 6.857 -2.060 -0.315 -0.060
C 6.203 -3.199 0.139 -0.057
C 4.868 -3.130 0.496 -0.081
C 4.158 -1.929 0.422 -0.370
P 2.387 -1.846 0.865 0.981
C 1.759 -3.196 -0.212 -0.335
C 2.043 -3.097 -1.577 -0.106
C 1.632 -4.081 -2.460 -0.081
C 0.912 -5.175 -1.997 -0.085
C 0.618 -5.281 -0.647 -0.084
C 1.045 -4.301 0.244 -0.093
C 2.254 -2.512 2.550 -0.362
C 3.332 -2.848 3.361 -0.073
C 3.118 -3.286 4.661 -0.058
C 1.829 -3.399 5.160 -0.069
C 0.748 -3.047 4.362 -0.078
C 0.962 -2.590 3.072 -0.129
H 6.663 0.030 -0.787 0.109
H 7.902 -2.104 -0.591 0.113
H 6.734 -4.139 0.213 0.112
H 4.355 -4.021 0.836 0.120
H 2.592 -2.239 -1.947 0.097
H 1.870 -3.991 -3.513 0.110
H 0.594 -5.949 -2.685 0.106
H 0.078 -6.142 -0.275 0.105
H 0.835 -4.418 1.298 0.099
H 4.345 -2.735 2.999 0.107
H 3.966 -3.529 5.289 0.117
H 1.668 -3.741 6.174 0.119
H -0.260 -3.103 4.755 0.116
H 0.121 -2.256 2.475 0.079
C 0.306 4.560 0.520 -0.053
C 1.201 3.529 1.213 -0.650
C 0.665 3.254 2.614 -0.046
C 2.642 4.095 1.300 -0.048
C 1.388 2.331 0.336 -0.169
H 0.262 5.473 1.118 0.093
H -0.713 4.182 0.420 0.065
H 0.686 4.819 -0.473 0.084
H 0.823 4.127 3.252 0.096
H 1.168 2.403 3.056 0.025
H -0.405 3.050 2.587 0.063
H 2.597 5.065 1.799 0.094
H 3.076 4.247 0.308 0.086
H 3.283 3.429 1.875 0.049
H 1.523 2.691 -0.702 0.050
F 1.818 -1.096 8.079 0.123
C 2.087 -0.672 6.842 -0.156
C 1.086 -0.578 5.898 -0.169
F -0.174 -0.922 6.209 0.106
C 1.385 -0.154 4.618 -0.259
F 0.381 -0.113 3.737 0.042
C 2.661 0.190 4.207 -0.493
S 3.096 0.728 2.602 0.672
C 3.652 0.072 5.185 -0.247
F 4.923 0.352 4.880 0.085
C 3.381 -0.343 6.475 -0.149
F 4.366 -0.448 7.368 0.124